Entry 1:
This record from the Open Molecules 2025 dataset describes the ion C5H15N2 with charge +1 at a distorted geometry. The level of theory is ωB97M-V/def2-TZVPD.

Element x y z (Å)
C 0.79173 -0.64729 -0.68675
N 1.35155 -0.51390 0.64917
C 2.02457 -1.73726 1.16639
C -0.21020 0.53499 -0.79924
N -1.09962 0.30090 0.43927
C -1.70959 1.44104 1.12544
C -1.08961 0.63700 -2.03017
H 1.48616 -0.64499 -1.52361
H 0.24376 -1.59075 -0.73655
H 2.04291 0.22437 0.66012
H 2.33539 -1.53723 2.18648
H 2.94946 -1.86542 0.59329
H 1.39071 -2.60641 1.04878
H 0.33615 1.42290 -0.48645
H -1.79624 -0.39034 0.18600
H -0.29370 -0.05740 1.06183
H -2.14347 2.15573 0.43283
H -1.00364 2.02673 1.71814
H -2.41339 1.06151 1.85954
H -0.56480 0.29972 -2.92022
H -1.58964 1.59174 -2.15946
H -1.92528 -0.06795 -1.93147

Summary:
- Highest occupied orbital energy: -13.90 eV
- Frontier orbital gap: 0.413 Eh
- 2S+1: 1
- Net charge: +1



Entry 2:
This record from the Open Molecules 2025 dataset describes a cluster of 2 separate species, C5H15N2 in total at a distorted geometry. The level of theory is ωB97M-V/def2-TZVPD.

Element x y z (Å)
C -0.37422 -0.82329 1.06977
C 0.41616 -1.04003 2.35645
C 1.90379 -0.78657 2.10499
N -1.82995 -0.91373 1.24858
H -0.03741 -1.61261 0.38282
H -0.00852 0.13791 0.66883
H 0.28862 -2.03294 2.78838
H 0.01276 -0.34246 3.09828
H 2.09177 0.28654 2.00047
H 2.19529 -1.21489 1.14121
H 2.53907 -1.17468 2.89402
H -2.29921 -0.24410 0.64348
H -2.03552 -0.51205 2.16053
C 0.22123 1.92219 -3.07462
C -1.17570 0.20448 -2.04494
N -0.12978 0.91819 -2.06422
H 1.17751 1.63465 -3.50954
H 0.31478 2.90173 -2.61414
H -0.53032 1.93296 -3.85984
H -1.87029 0.31376 -2.87111
H -1.35064 -0.53297 -1.27304
H 0.48060 0.97789 -1.24637

Summary:
- Highest occupied orbital energy: -13.10 eV
- Frontier orbital gap: 0.287 Eh
- 2S+1: 1
- Net charge: +1



Entry 3:
This record from the Open Molecules 2025 dataset describes a structure of composition C5H15N2 at a distorted geometry. The level of theory is ωB97M-V/def2-TZVPD.

Element x y z (Å)
C 0.72193 1.08307 1.11377
N 1.31371 -0.19177 0.91849
C 2.64323 -0.35319 1.55883
C -0.45512 1.18533 -0.01518
N -0.03631 0.68303 -1.23380
C -2.71367 0.30451 -0.58958
C -1.60402 0.18830 0.46899
H 0.45106 1.38744 2.10480
H 1.32652 1.90305 0.68213
H 1.11666 -0.55386 -0.06106
H 2.99951 -1.35927 1.28374
H 2.43542 -0.43757 2.65984
H 3.40706 0.39607 1.48054
H -0.81641 2.24354 0.10387
H 0.84987 -4.48930 -3.83638
H 0.09721 1.45105 -1.95545
H 0.11744 -4.24788 -3.74219
H -3.71155 -0.08453 -0.48349
H -2.38403 -0.14164 -1.49352
H -2.72325 1.31649 -0.90989
H -1.98568 0.51385 1.37502
H -1.04958 -0.79673 0.57053

Summary:
- Highest occupied orbital energy: -14.10 eV
- Frontier orbital gap: 0.222 Eh
- 2S+1: 1
- Net charge: +1



Entry 4:
This record from the Open Molecules 2025 dataset describes the ion C5H15N2 with charge +1 at a distorted geometry. The level of theory is ωB97M-V/def2-TZVPD.

Element x y z (Å)
N -0.62489 2.56355 -0.10830
C 0.85606 2.27244 -0.17000
C 1.05205 0.80782 0.37298
N -0.21434 0.12164 0.50691
C -0.61087 -0.74925 -0.62352
C -0.83947 -2.22517 -0.24854
C 0.43862 -2.91060 0.22195
H -1.08869 2.14994 -0.91997
H -1.04534 2.08573 0.69651
H -0.82459 3.56319 -0.12244
H 1.17365 2.40826 -1.19067
H 1.25929 2.90613 0.60217
H 1.75777 0.35844 -0.33362
H 1.56806 0.88735 1.32157
H -0.25049 -0.35358 1.40031
H 0.19314 -0.76746 -1.35578
H -1.54952 -0.36455 -1.01890
H -1.08822 -2.59284 -1.24598
H -1.72411 -2.39634 0.35287
H 1.05774 -2.28020 0.85417
H 0.98471 -3.38702 -0.59644
H 0.16628 -3.76400 0.85230

Summary:
- Highest occupied orbital energy: -13.41 eV
- Frontier orbital gap: 0.369 Eh
- 2S+1: 1
- Net charge: +1



Entry 5:
This record from the Open Molecules 2025 dataset describes a cluster of 2 separate species, C5H15N2 in total. The level of theory is ωB97M-V/def2-TZVPD.

Element x y z (Å)
C 0.26408 -2.22374 -0.90161
C 1.53937 -2.55348 -1.01610
N -0.36321 -1.79237 0.32366
H -0.41460 -2.19310 -1.74486
H 1.91892 -2.84383 -1.98316
H 2.22694 -2.59017 -0.18241
H 0.10989 -2.20018 1.12603
H -0.12067 -0.07812 0.00348
H -1.31737 -2.10753 0.32128
C -2.18356 1.54916 0.37997
C -0.72309 1.83379 0.71600
N 0.14362 0.95202 -0.13109
C 1.59523 1.03962 0.19452
H -2.84599 2.23387 0.90264
H -2.44089 0.53654 0.68373
H -2.31870 1.65623 -0.69743
H -0.51086 1.56874 1.75073
H -0.38477 2.85074 0.53455
H 0.00885 1.16372 -1.11735
H 2.17007 0.49016 -0.54267
H 1.89219 2.08731 0.19575
H 1.75455 0.62061 1.18434

Summary:
- Highest occupied orbital energy: -13.05 eV
- Frontier orbital gap: 0.380 Eh
- 2S+1: 1
- Net charge: +1



Entry 6:
This record from the Open Molecules 2025 dataset describes the ion C5H15N2 with charge +1 at a distorted geometry. The level of theory is ωB97M-V/def2-TZVPD.

Element x y z (Å)
N -1.24129 -1.90001 0.36619
C -1.90308 -0.67595 -0.21201
C -0.92259 0.12385 -1.17989
N 0.32553 0.22993 -0.49041
C 0.33921 1.20152 0.70253
C 1.14456 0.51037 1.83512
C 1.52324 0.48091 -1.34647
H 0.52013 -0.71834 0.00180
H -1.93236 -2.21127 1.04276
H -0.69230 -2.71256 -0.05152
H -2.78984 -1.01769 -0.74690
H -2.21158 -0.16079 0.66791
H -1.09933 1.14956 -1.60806
H -0.78846 -0.52793 -2.02980
H -0.64473 1.58432 0.96965
H 0.90468 2.16692 0.42184
H 0.53892 -0.43087 2.09416
H 2.10103 0.09840 1.46309
H 1.41013 1.13250 2.73271
H 2.40324 0.76625 -0.77989
H 1.28135 1.40607 -1.89371
H 1.73356 -0.49519 -1.95910

Summary:
- Highest occupied orbital energy: -13.42 eV
- Frontier orbital gap: 0.394 Eh
- 2S+1: 1
- Net charge: +1



Entry 7:
This record from the Open Molecules 2025 dataset describes a cluster of 2 separate species, C5H15N2 in total at a distorted geometry. The level of theory is ωB97M-V/def2-TZVPD.

Element x y z (Å)
C 0.58630 1.29819 -2.48539
C -1.61877 0.50340 -1.77610
N -0.77607 1.43952 -1.93019
H 1.29180 1.32218 -1.65456
H 0.73726 2.13687 -3.15361
H 0.63836 0.29555 -2.90100
H -1.36696 -0.49991 -2.09716
H -2.61677 0.71446 -1.41292
H -1.05223 2.35281 -1.63275
C 0.85173 -1.94910 1.88368
N 0.35956 -0.58097 1.90210
C 1.14298 0.27990 1.04749
C -1.04162 -0.49448 1.58406
H 1.90131 -1.93205 2.17943
H 0.76350 -2.39226 0.87740
H 0.32130 -2.54947 2.61938
H 0.79216 1.30486 1.16154
H 2.18670 0.22931 1.36348
H 1.15855 -0.06332 -0.00455
H -1.37291 0.54426 1.64907
H -1.64476 -1.12019 2.23861
H -1.24143 -0.83959 0.54199

Summary:
- Highest occupied orbital energy: -11.78 eV
- Frontier orbital gap: 0.245 Eh
- 2S+1: 1
- Net charge: +1



Entry 8:
This record from the Open Molecules 2025 dataset describes a cluster of 2 separate species, C5H15N2 in total at a distorted geometry. The level of theory is ωB97M-V/def2-TZVPD.

Element x y z (Å)
C -0.80557 1.93516 -0.13137
N -0.94987 0.47350 -0.44204
C -2.29467 -0.03427 -0.02202
C -0.68450 0.18520 -1.89059
H -0.96203 2.08845 0.93559
H -1.55484 2.48645 -0.69699
H 0.19055 2.24713 -0.42780
H -2.32422 -1.10911 -0.18326
H -2.46289 0.20137 1.02582
H -3.05639 0.45938 -0.62189
H -0.71665 -0.89084 -2.03502
H 0.31016 0.54794 -2.13749
H -1.44838 0.67167 -2.49391
C 2.53269 -0.02652 1.05992
C 1.20311 -2.06725 0.85108
N 1.32447 -0.83221 0.80098
H 2.34049 0.69103 1.85832
H 2.81028 0.51922 0.16165
H 3.31983 -0.72258 1.37569
H 2.06065 -2.70675 1.10166
H 0.24329 -2.54579 0.63383
H -0.21296 -0.02404 0.09688

Summary:
- Highest occupied orbital energy (spin up / spin down): -21.42 / -21.74 eV
- Frontier orbital gap (spin up / spin down): 0.456 / 0.310 Eh
- 2S+1: 2
- Net charge: +2



Entry 9:
This record from the Open Molecules 2025 dataset describes a cluster of 3 separate species, C5H15N2O in total at a distorted geometry. The level of theory is ωB97M-V/def2-TZVPD.

Element x y z (Å)
N 0.04616 -0.26302 1.76308
C -0.88294 -0.51850 0.66056
C -0.51723 -1.52283 -0.46378
C 0.87870 -1.32257 -0.94956
C 1.37479 -0.85194 -2.09533
C -2.29406 -0.73522 1.19658
N 1.75151 2.30415 0.64269
H -3.03640 -0.32254 0.50067
H 0.84642 -0.89067 1.76159
H 0.53879 0.62179 1.60569
H -1.02011 0.44877 0.06412
H -1.26826 -1.37149 -1.25677
H -0.71406 -2.54553 -0.12127
H 1.57420 -1.51084 -0.12441
H 0.83086 -0.17783 -2.74797
H 2.41847 -1.03815 -2.33316
H -2.59219 -1.76020 1.43861
H -2.56756 -0.14811 2.07652
H 1.02811 2.11644 -0.05899
H 2.69237 2.16925 0.29690
H 1.71452 3.25288 0.98233
H -0.48062 2.45679 -1.65842
O -0.32149 1.60940 -1.17968

Summary:
- Highest occupied orbital energy (spin up / spin down): -8.92 / -8.90 eV
- Frontier orbital gap (spin up / spin down): 0.345 / 0.224 Eh
- 2S+1: 2
- Net charge: 0



Entry 10:
This record from the Open Molecules 2025 dataset describes the molecule C5H15N2O at a distorted geometry. The level of theory is ωB97M-V/def2-TZVPD.

Element x y z (Å)
N 0.88544 -1.70579 0.63297
C -0.07026 -0.47575 -0.19076
C 0.13668 -0.69364 -1.75225
C -1.31191 -0.32925 -2.44356
O 1.17117 0.12246 -1.99424
C 0.33066 0.82183 0.44308
N 0.57163 0.76143 1.88051
C -0.51832 1.42594 2.73566
H 1.78857 -1.31264 0.54265
H 0.68488 -2.56105 0.16200
H 0.60350 -1.87050 1.64291
H -1.10044 -0.89434 0.02537
H 0.33260 -1.81737 -1.94824
H -2.07953 -1.04990 -2.09322
H -1.35160 -0.30663 -3.53594
H -1.67397 0.69248 -2.09053
H 1.39753 0.47294 -2.94343
H -0.49616 1.63063 0.21173
H 1.23809 1.28718 -0.07852
H 1.51564 1.12952 2.17825
H -0.39619 1.03619 3.79611
H -0.19502 2.42714 2.61783
H -1.46298 1.20913 2.20162

Summary:
- Highest occupied orbital energy (spin up / spin down): -3.07 / -8.81 eV
- Frontier orbital gap (spin up / spin down): 0.134 / 0.341 Eh
- 2S+1: 2
- Net charge: 0



Entry 11:
This record from the Open Molecules 2025 dataset describes a cluster of 3 separate species, C5H15N2O in total at a distorted geometry. The level of theory is ωB97M-V/def2-TZVPD.

Element x y z (Å)
C 0.71499 -1.77776 0.46138
C -0.07528 -1.56729 -0.82332
C -0.33517 0.14371 -0.91444
C -0.96699 0.38254 0.57780
C -1.24345 1.40833 -0.51933
N -2.55123 1.43869 -0.85130
N -2.11866 -0.21259 1.06102
H 0.06178 -1.84986 1.33577
H 1.32274 -2.68717 0.50550
H 1.23319 -0.81912 0.49241
H -1.00820 -2.13265 -0.89673
H 0.55195 -1.64405 -1.71809
H 0.65827 0.63550 -1.12376
H -0.76909 0.02077 -1.91907
H -0.78059 2.36788 -0.29882
H 4.13835 1.17107 1.51265
H -2.84014 2.22841 -1.44182
H -2.32821 0.02787 2.02083
H -2.88368 0.10663 0.43605
H 4.70419 0.69813 1.66508
H -0.16511 0.52487 1.31921
H 2.74484 0.89695 -0.67578
O 1.93550 0.63913 -0.20525

Summary:
- Highest occupied orbital energy: -13.14 eV
- Frontier orbital gap: 0.181 Eh
- 2S+1: 1
- Net charge: +1



Entry 12:
This record from the Open Molecules 2025 dataset describes a cluster of 2 separate species, C5H15N2O in total at a distorted geometry. The level of theory is ωB97M-V/def2-TZVPD.

Element x y z (Å)
N -1.92708 -1.30875 -2.21197
C -0.72412 -0.20666 0.30799
C 0.56160 -0.54141 -0.20694
C 1.41851 -1.49001 0.65363
O 2.71832 -1.54421 0.12350
C -1.43309 0.99927 -0.12448
N -0.88473 2.22316 0.46779
C 0.31133 2.19824 1.29963
H -1.98405 -1.30177 -1.20292
H -1.58580 -2.20497 -2.53556
H -2.85793 -1.17112 -2.58601
H -1.09893 -0.70669 1.20525
H 0.46654 -1.00968 -1.20731
H 1.10428 0.37932 -0.47319
H 1.01094 -2.49121 0.63812
H 1.40731 -1.13417 1.68716
H 3.33499 -1.11374 0.72022
H -1.32196 1.09358 -1.21474
H -2.51412 0.92902 0.03436
H -0.87831 2.97172 -0.20914
H 0.30684 1.28037 1.88446
H 1.24066 2.32084 0.74614
H 0.23879 2.93686 2.10251

Summary:
- Highest occupied orbital energy: -13.39 eV
- Frontier orbital gap: 0.235 Eh
- 2S+1: 1
- Net charge: +1



no.,M (g/mol)
1,103.2
2,103.2
3,103.2
4,103.2
5,103.2
6,103.2
7,103.2
8,103.2
9,119.2
10,119.2
11,119.2
12,119.2